No. 1
# C34H44F24O11P2S2

A 4-piece molecular cluster, C34H44F24O11P2S2 overall at a distorted geometry (ωB97M-V/def2-TZVPD, the Open Molecules 2025 dataset).

HOMO energy (eV): -8.855
DFT total energy (eV): -163967.256
SMILES: CCOP(=O)(CCC[C@@]1(P(O)(O)=S)[C@H](Cc2ccc(C)cc2)CCOS1(=O)=O)OCC.FC(F)C(F)(F)COC(F)(F)C(F)F.FC(F)C(F)(F)COC(F)(F)C(F)F.FC(F)C(F)(F)COC(F)(F)C(F)F
Frontier orbital gap (eV): 9.08
Total charge: 0

Structure (XYZ):
```
117
Properties=species:S:1:pos:R:3:forces:R:3
C 5.868 2.742 2.002 0.01 -0.29 0.03
C 5.279 1.682 1.103 0.14 0.42 -0.06
O 6.164 1.453 -0.012 -0.11 -0.31 0.20
P 5.481 1.433 -1.459 0.00 0.19 -0.68
O 4.909 2.729 -1.853 -0.13 0.03 0.18
C 4.332 0.047 -1.518 -0.19 0.25 0.29
C 2.870 0.494 -1.291 0.21 0.35 0.05
C 2.219 -0.053 -0.013 0.00 -0.03 -0.46
C 1.362 -1.330 -0.142 -0.06 -0.54 0.27
P 1.169 -2.030 1.589 0.22 0.84 0.80
O 2.377 -3.026 1.881 -0.24 0.06 -0.21
O -0.048 -3.042 1.554 -0.21 -0.38 -0.08
S 1.007 -0.671 2.968 -0.05 -0.16 -0.30
C -0.001 -1.052 -0.830 -0.24 -0.03 0.07
C -0.881 -0.015 -0.083 0.06 0.34 -0.42
C -0.968 1.296 -0.830 0.01 0.28 0.03
C -0.388 2.450 -0.300 -0.17 -0.08 -0.31
C -0.417 3.656 -0.997 -0.14 -0.39 -0.19
C -1.037 3.733 -2.244 -0.17 -0.06 0.09
C -1.037 5.016 -3.029 0.41 -0.28 -0.04
C -1.647 2.587 -2.764 0.30 0.08 0.48
C -1.609 1.385 -2.066 0.08 0.25 -0.02
C -0.827 -2.312 -1.128 -0.05 0.04 -0.28
C -0.071 -3.497 -1.705 -0.70 -0.22 -0.13
O 1.185 -3.761 -1.029 0.15 0.02 0.04
S 2.193 -2.557 -1.177 0.33 0.35 -0.29
O 3.446 -2.924 -0.606 -0.04 -0.21 0.10
O 2.171 -2.116 -2.541 -0.12 0.04 0.07
O 6.675 0.933 -2.385 -0.02 -0.07 0.46
C 7.864 1.732 -2.402 0.59 0.16 -0.32
C 8.917 1.027 -3.223 0.05 0.02 -0.01
H 6.107 3.625 1.419 -0.04 0.16 -0.01
H 5.143 2.986 2.775 -0.02 0.14 0.09
H 6.772 2.381 2.486 0.12 0.00 0.01
H 5.140 0.744 1.638 0.00 -0.14 -0.03
H 4.313 2.035 0.738 -0.11 -0.06 -0.06
H 4.631 -0.648 -0.737 0.16 -0.28 -0.15
H 4.466 -0.426 -2.485 0.03 -0.18 -0.05
H 2.277 0.283 -2.174 -0.10 -0.10 -0.07
H 2.870 1.580 -1.206 -0.11 0.10 -0.01
H 2.983 -0.197 0.749 0.10 0.01 0.11
H 1.549 0.711 0.365 -0.05 0.01 0.23
H 3.189 -2.513 1.979 0.24 -0.22 0.01
H -0.689 -2.821 2.243 -0.05 0.04 0.05
H 0.254 -0.604 -1.789 0.17 -0.02 -0.09
H -1.884 -0.426 0.018 -0.09 -0.09 0.12
H -0.504 0.201 0.911 -0.03 -0.18 0.18
H 0.088 2.396 0.670 0.06 0.07 0.09
H 0.058 4.529 -0.575 0.01 0.10 0.04
H -0.919 5.881 -2.383 -0.16 0.12 0.06
H -0.178 5.013 -3.703 0.03 0.06 -0.10
H -1.927 5.108 -3.645 -0.16 0.12 0.03
H -2.148 2.652 -3.719 -0.07 -0.07 -0.10
H -2.092 0.515 -2.495 -0.03 -0.10 0.01
H -1.399 -2.623 -0.262 0.07 0.00 0.18
H -1.567 -2.036 -1.880 -0.08 0.04 -0.06
H -0.667 -4.395 -1.575 0.11 -0.16 0.14
H 0.097 -3.387 -2.771 0.34 0.12 -0.05
H 7.651 2.707 -2.838 -0.21 0.07 0.01
H 8.241 1.898 -1.395 -0.18 -0.12 0.20
H 9.051 0.002 -2.887 -0.06 -0.11 0.01
H 8.666 1.034 -4.280 -0.07 -0.11 -0.08
H 9.871 1.536 -3.104 0.06 0.10 -0.01
C -0.921 -5.525 4.019 0.53 0.38 -0.29
C -0.941 -6.734 4.964 -0.32 0.17 0.11
C -1.125 -8.119 4.340 0.10 -0.12 0.02
F -2.323 -8.215 3.729 -0.01 0.04 -0.01
F -1.078 -9.045 5.323 -0.02 0.02 -0.03
F -1.857 -6.545 5.937 0.01 -0.03 -0.04
F 0.288 -6.768 5.553 0.09 -0.02 -0.05
O -2.114 -4.770 3.890 -0.28 -0.32 0.28
C -3.061 -5.062 2.951 0.26 0.14 -0.10
C -4.416 -5.374 3.595 -0.10 0.03 0.05
F -4.312 -6.447 4.399 0.01 -0.03 -0.03
F -5.306 -5.652 2.617 -0.02 0.00 0.00
F -2.676 -6.038 2.114 -0.03 -0.04 0.03
F -3.238 -3.942 2.203 0.00 0.06 -0.11
H -0.222 -4.826 4.476 0.00 -0.02 0.06
H -0.504 -5.780 3.044 -0.09 -0.19 0.01
H -0.330 -8.327 3.619 -0.02 0.01 -0.01
H -4.763 -4.516 4.174 0.01 0.01 -0.01
C -5.385 -4.376 -4.366 -0.16 -0.44 -0.23
C -4.622 -4.058 -3.071 0.08 0.21 -0.17
C -5.406 -3.440 -1.911 0.01 -0.06 0.16
F -5.897 -2.232 -2.248 0.01 0.00 -0.02
F -4.559 -3.273 -0.866 -0.03 0.00 -0.03
F -3.546 -3.290 -3.344 0.06 -0.01 0.01
F -4.168 -5.253 -2.596 -0.02 -0.09 0.03
O -5.268 -3.443 -5.420 0.24 0.32 0.30
C -6.125 -2.384 -5.552 -0.06 -0.23 -0.09
C -5.369 -1.051 -5.510 0.06 0.10 -0.03
F -4.726 -0.914 -4.332 -0.03 0.00 0.01
F -6.257 -0.043 -5.633 0.00 0.01 0.00
F -7.122 -2.415 -4.652 0.02 0.03 0.03
F -6.687 -2.466 -6.778 -0.09 0.00 -0.06
H -4.906 -5.274 -4.753 0.03 0.01 0.01
H -6.424 -4.637 -4.162 -0.02 0.15 0.12
H -6.224 -4.096 -1.601 0.00 0.01 0.00
H -4.644 -1.005 -6.325 -0.01 -0.01 -0.01
C -0.769 6.205 4.013 -0.05 -0.53 0.13
C -1.439 7.482 4.541 0.30 0.11 -0.05
C -2.516 8.131 3.669 -0.13 0.04 0.04
F -1.999 8.549 2.497 0.01 -0.01 0.01
F -3.009 9.208 4.321 0.01 -0.02 -0.03
F -0.503 8.395 4.870 -0.05 -0.01 -0.01
F -2.085 7.117 5.687 -0.08 -0.06 0.03
O 0.498 6.349 3.403 -0.02 0.53 0.00
C 0.634 6.584 2.064 -0.10 -0.32 0.11
C 1.374 7.898 1.794 0.09 0.07 -0.02
F 0.691 8.933 2.317 -0.02 0.01 -0.02
F 1.467 8.074 0.458 0.01 0.01 0.00
F -0.542 6.538 1.413 0.01 0.07 -0.01
F 1.407 5.596 1.555 0.04 -0.09 -0.09
H -0.567 5.613 4.904 0.02 0.02 0.02
H -1.453 5.621 3.397 -0.06 0.16 -0.09
H -3.333 7.431 3.478 0.02 0.00 -0.02
H 2.374 7.863 2.231 0.00 -0.02 -0.01
```
Positions in Å, forces in eV/Å.


No. 2
# C33H54F3NO11

A 3-piece molecular cluster, C33H54F3NO11 overall at a distorted geometry (ωB97M-V/def2-TZVPD, the Open Molecules 2025 dataset).

HOMO energy (eV): -8.983
DFT total energy (eV): -67238.928
SMILES: COCCCCCCCCCc1cc(CC(=O)O)c2c(c1)C(=O)N(C(F)(F)F)C2=O.COCCOCCOC.COCCOCCOC
Frontier orbital gap (eV): 7.06
Total charge: 0

Structure (XYZ):
```
102
Properties=species:S:1:pos:R:3:forces:R:3
C -1.364 0.223 1.199 -0.01 0.37 1.40
O -1.298 -1.101 0.544 1.14 2.07 -0.94
C -0.538 -1.053 -0.716 -0.97 -0.10 -1.59
C -1.274 -2.132 -1.759 0.62 0.01 0.45
C -0.192 -3.211 -2.380 -1.05 0.12 -0.04
C 0.830 -2.506 -3.496 -0.09 -1.01 1.01
C 0.873 -3.424 -4.860 1.41 0.52 -0.26
C 0.846 -2.521 -6.254 0.20 -1.32 -0.44
C -0.665 -2.232 -6.823 -0.08 -0.31 0.14
C -1.441 -0.968 -6.108 -0.28 -0.42 -1.13
C -0.672 0.470 -6.296 0.19 0.33 1.17
C -1.011 1.425 -4.991 0.01 2.56 2.34
C -2.394 1.260 -4.065 2.71 2.74 0.87
C -2.686 2.235 -2.738 3.39 0.48 -1.98
C -4.022 2.139 -1.791 -0.57 -0.13 -1.05
C -4.501 0.608 -1.443 -0.42 -3.09 6.31
O -4.613 0.185 -0.157 0.80 3.17 -8.59
O -4.874 -0.368 -2.485 2.13 2.06 1.45
C -1.526 3.346 -2.405 1.02 -1.26 -2.43
C -0.182 3.531 -3.325 -2.33 -1.99 -0.56
C 0.125 2.599 -4.637 -3.87 0.06 3.02
C 0.644 4.745 -2.599 3.48 2.38 -2.37
O 1.520 5.646 -3.047 -5.99 -6.35 3.10
N 0.145 4.710 -1.138 -0.06 -0.82 0.93
C 0.943 3.849 -0.184 1.63 0.58 0.94
F 2.323 4.455 -0.096 -4.71 -2.19 -0.34
F 0.392 3.841 1.211 1.74 -0.17 -5.24
F 1.139 2.443 -0.641 -0.81 4.40 1.56
C -1.363 4.457 -1.209 -4.83 0.07 1.54
O -2.354 5.018 -0.511 7.04 -3.57 -4.28
H -1.464 0.034 2.367 0.23 0.30 -2.48
H -0.384 0.845 1.033 -1.82 -1.18 0.18
H -2.314 0.857 0.900 1.88 -1.40 0.21
H 0.600 -1.327 -0.602 -2.16 0.53 0.08
H -0.634 0.010 -1.251 0.33 -2.02 1.40
H -1.747 -1.516 -2.659 0.86 -1.29 1.79
H -2.130 -2.680 -1.143 1.85 1.17 -1.36
H -0.845 -4.072 -2.886 1.54 1.83 0.91
H 0.399 -3.725 -1.500 -1.10 1.15 -1.74
H 1.904 -2.524 -2.975 -2.28 0.32 -1.37
H 0.516 -1.383 -3.696 0.59 -2.34 0.33
H 0.072 -4.287 -4.861 1.38 1.96 -0.07
H 1.931 -3.968 -4.856 -2.29 1.06 -0.04
H 1.384 -3.202 -7.070 -1.16 1.53 1.64
H 1.525 -1.564 -6.147 -1.51 -1.82 -0.08
H -0.640 -2.145 -8.007 -0.05 0.10 2.54
H -1.305 -3.199 -6.585 1.28 1.96 -0.52
H -1.620 -1.273 -4.985 0.51 0.92 -2.18
H -2.501 -0.858 -6.645 2.20 -0.30 1.33
H 0.517 0.363 -6.313 -2.66 0.09 0.13
H -0.955 1.024 -7.310 0.35 -1.22 2.30
H -3.172 0.434 -4.377 1.72 1.95 0.78
H -4.906 2.649 -2.409 1.85 -1.17 1.28
H -3.920 2.740 -0.787 0.07 -1.41 -2.05
H -4.088 -0.973 -2.633 -1.15 0.87 0.59
H 1.096 2.784 -5.265 -2.16 -0.54 1.32
C 3.262 1.987 1.351 0.30 0.09 0.11
O 4.365 1.236 1.838 -0.57 -0.50 -0.08
C 4.097 -0.138 2.092 -0.05 0.12 -0.31
C 4.813 -1.138 1.158 0.34 -0.15 0.32
O 4.702 -1.018 -0.254 0.04 0.11 0.09
C 5.069 0.217 -0.854 -0.22 0.21 -0.26
C 6.506 0.752 -0.720 -0.14 -0.04 0.20
O 6.970 0.930 0.613 0.23 -0.68 -0.49
C 7.951 -0.010 1.040 0.01 0.58 0.25
H 2.961 2.720 2.104 -0.12 -0.08 0.03
H 3.579 2.547 0.469 0.00 -0.10 0.06
H 2.403 1.362 1.075 0.25 0.04 0.14
H 3.013 -0.342 2.111 0.23 0.18 -0.19
H 4.460 -0.337 3.103 0.07 -0.23 0.04
H 4.411 -2.128 1.401 -0.17 0.11 -0.13
H 5.868 -1.215 1.424 -0.02 0.28 0.06
H 4.350 0.971 -0.559 0.09 0.30 0.25
H 4.876 0.090 -1.928 0.22 -0.20 0.10
H 6.506 1.750 -1.170 -0.14 -0.03 -0.13
H 7.205 0.149 -1.318 -0.09 -0.07 0.27
H 8.111 -0.819 0.324 -0.06 0.03 -0.01
H 7.642 -0.429 1.998 -0.02 -0.10 0.01
H 8.894 0.517 1.218 0.01 -0.09 -0.15
C -4.806 -2.382 4.986 -0.09 -0.07 0.22
O -3.823 -2.324 6.010 0.29 0.00 -0.67
C -2.474 -2.350 5.557 -0.15 0.25 -0.16
C -1.675 -1.048 5.775 0.26 -0.13 0.38
O -2.174 0.197 5.304 -0.06 -0.14 0.09
C -3.468 0.604 5.727 -0.31 0.16 -0.24
C -3.767 0.822 7.221 0.08 -0.20 -0.10
O -3.530 -0.302 8.062 0.55 0.64 -0.03
C -2.397 -0.186 8.916 -0.49 -0.34 0.19
H -5.348 -3.329 5.056 0.08 -0.05 -0.12
H -5.535 -1.585 5.151 -0.01 0.02 -0.03
H -4.386 -2.266 3.978 -0.03 -0.04 0.21
H -2.409 -2.668 4.502 -0.19 0.22 0.21
H -1.974 -3.128 6.138 0.23 0.04 0.03
H -0.713 -1.189 5.268 -0.16 0.04 -0.17
H -1.401 -0.944 6.825 -0.25 -0.12 0.05
H -4.201 -0.056 5.281 -0.19 -0.25 0.21
H -3.652 1.564 5.224 0.25 -0.01 0.19
H -4.840 1.025 7.294 -0.02 0.09 -0.17
H -3.260 1.724 7.595 0.12 -0.27 -0.03
H -1.790 0.698 8.709 -0.04 -0.02 -0.05
H -1.782 -1.081 8.807 0.10 0.01 -0.04
H -2.737 -0.165 9.957 0.05 0.17 -0.05
```
Positions in Å, forces in eV/Å.